[1]
Density functional theory data (the ωB97M-V functional and the def2-TZVPD basis) for 2 unconnected molecules or ions with the total composition C6H8INO2S.

Properties
Electronic energy ... -30870.9704 eV
HOMO level ... -9.0 eV
Charge ... 0
Kohn-Sham gap ... 9.3 eV
Molecular weight ... 285.11 g mol⁻¹

Last column: natural (NBO) charge in e.
Cartesian coordinates (Å):
1 C -0.5827 2.5995 -0.5208  -0.194
2 C 0.4014 2.1190 -1.4483  -0.190
3 C -0.5824 2.1581 0.7373  -0.212
4 C 1.3421 1.2326 -1.0595  -0.267
5 C 0.3641 1.2507 1.0952  -0.234
6 C 1.3534 0.8294 0.2688  -0.087
7 N 0.2284 -3.1816 0.2197  -1.176
8 O -0.8658 -0.9755 -0.2748  -0.943
9 O -2.2703 -3.0741 0.1855  -0.927
10 S -0.9053 -2.3659 -0.6197  1.695
11 I 2.7467 -0.7151 0.7350  0.119
12 H -1.3688 3.1799 -0.9052  0.213
13 H 0.3028 2.4603 -2.5486  0.221
14 H -1.3840 2.3220 1.4812  0.223
15 H 1.9460 0.7230 -1.7905  0.225
16 H 0.3941 0.8331 2.1432  0.220
17 H -2.4783 -2.6884 1.0241  0.482
18 H 0.1790 -3.9857 0.8549  0.423
19 H 1.1795 -2.7213 0.4225  0.411

Forces on the atoms, in the same order (eV/Å):
1.3 -0.3 -2.8
-2.2 2.1 -1.5
-1.4 -0.4 1.9
0.6 -0.8 -0.1
1.7 -1.7 3.6
0.5 -0.7 -0.9
3.6 -0.2 1.8
0.3 0.8 0.4
1.3 -0.3 -2.1
-2.5 -1.6 0.3
-0.2 0.8 0.2
-0.8 0.9 -0.3
0.3 -0.7 2.0
0.5 0.4 -0.7
0.4 0.2 -0.1
-0.3 0.5 -1.2
0.2 0.8 1.0
-1.1 0.5 -0.7
-2.2 -0.3 -0.8

---

[2]
Density functional theory data (the ωB97M-V functional and the def2-TZVPD basis) for a single CH3O4P molecule.

Properties
Electronic energy ... -18560.7440 eV
HOMO level ... -10.8 eV
Charge ... 0
Kohn-Sham gap ... 11.3 eV
Structure (SMILES) ... O=[P@@H](O)C1OO1
Molecular weight ... 110.00 g mol⁻¹

Last column: natural (NBO) charge in e.
Cartesian coordinates (Å):
1 O -1.5981 0.4276 1.4435  -1.048
2 P -0.2933 0.4855 0.7614  1.811
3 O 0.6684 -0.6945 1.2985  -0.972
4 C 0.1800 0.1410 -1.1727  0.086
5 O 0.1447 -1.2035 -1.3013  -0.242
6 O -0.6073 -0.3604 -2.1621  -0.227
7 H 0.4608 1.7407 1.1112  -0.096
8 H 0.0482 -1.3691 1.5193  0.507
9 H 0.9966 0.8327 -1.4977  0.181

Forces on the atoms, in the same order (eV/Å):
-0.1 0.1 -1.0
1.1 1.2 -0.1
0.7 1.5 -0.6
-0.3 2.1 2.3
1.7 -2.0 0.3
-1.7 1.1 -0.9
-0.6 -1.5 -0.7
-0.6 -1.4 0.6
-0.1 -1.0 0.2

---

[3]
Density functional theory data (the ωB97M-V functional and the def2-TZVPD basis) for 6 unconnected molecules or ions with the total composition C25H50BIN3O9.

Properties
Electronic energy ... -58404.4452 eV
HOMO level ... -10.7 eV
Charge ... +1
Kohn-Sham gap ... 5.3 eV
Molecular weight ... 674.40 g mol⁻¹

Last column: Mulliken charge in e.
Cartesian coordinates (Å):
1 C 4.1231 -0.5699 -0.1092  -0.826
2 C 4.8772 0.0499 -1.2494  0.726
3 O 5.5338 -0.6310 -2.0293  -0.509
4 O 4.8257 1.4169 -1.3680  -0.411
5 C 4.0046 1.8608 -2.4534  -0.921
6 C 2.5171 1.8128 -2.1038  0.282
7 C 1.8580 3.1665 -1.8703  -1.462
8 C 0.3305 3.0901 -1.8985  -0.986
9 C -0.2895 2.5298 -0.5963  0.271
10 N -1.5165 3.3917 -0.3707  -0.373
11 C -2.4750 2.6459 -1.0189  0.095
12 N -3.2829 3.1523 -1.9443  -0.197
13 N -2.4279 1.2799 -0.6727  -0.140
14 C -0.9348 1.1105 -0.6931  -0.197
15 I -0.5152 0.1615 1.2682  0.429
16 C -0.4179 0.1072 -1.7007  -0.995
17 B -1.1716 0.1176 -3.0999  0.479
18 O -1.4122 -1.0704 -3.7451  -0.545
19 O -1.6264 1.2723 -3.6926  -0.710
20 H 4.1442 0.0239 0.7966  0.460
21 H 3.0951 -0.7914 -0.3756  0.031
22 H 4.6026 -1.5163 0.1037  0.345
23 H 4.2215 1.2110 -3.2962  0.384
24 H 4.2952 2.8694 -2.7142  0.382
25 H 2.4464 1.2537 -1.1708  0.021
26 H 1.9508 1.2354 -2.8259  0.320
27 H 2.2264 3.6461 -0.9688  0.316
28 H 2.1354 3.7986 -2.7112  0.534
29 H 0.0231 2.5737 -2.8006  0.242
30 H -0.0287 4.1027 -1.9965  0.590
31 H 0.4650 2.6810 0.1590  0.869
32 H -1.7164 3.3933 0.6313  0.407
33 H -2.8861 3.4208 -2.8317  0.166
34 H -4.2737 3.1904 -1.7676  0.286
35 H -2.6695 1.1780 0.3103  0.508
36 H -0.5875 -0.8910 -1.3136  0.308
37 H 0.6562 0.1948 -1.7905  0.206
38 H -0.6048 -1.5559 -3.9147  0.316
39 H -2.4618 1.1311 -4.1437  0.318
40 C -2.0085 -1.4658 4.9960  -0.697
41 C -0.6050 -0.9490 5.1811  0.817
42 O -0.1824 -0.0054 4.5487  -0.561
43 C 0.2485 -1.6621 6.1963  -1.159
44 H -2.5221 -0.8700 4.2431  0.238
45 H -1.9839 -2.5075 4.6714  0.319
46 H -2.5554 -1.4026 5.9394  0.082
47 H 0.3606 -2.7113 5.9189  0.323
48 H -0.2181 -1.6046 7.1806  0.335
49 H 1.2303 -1.1972 6.2374  0.320
50 C -1.5099 -4.4747 0.2157  -1.097
51 C -0.1040 -3.9749 0.4345  0.800
52 O 0.3203 -3.0042 -0.1496  -0.438
53 C 0.7492 -4.7396 1.4138  -1.153
54 H -2.0138 -3.8395 -0.5091  0.226
55 H -1.4883 -5.4977 -0.1616  0.365
56 H -2.0643 -4.4548 1.1553  0.328
57 H 0.8611 -5.7732 1.0845  0.376
58 H 0.2844 -4.7304 2.4011  0.329
59 H 1.7316 -4.2788 1.4780  0.265
60 C 5.6439 -3.5152 -3.1771  -0.813
61 C 5.2023 -4.8154 -3.8017  0.773
62 O 4.0784 -5.2357 -3.6549  -0.562
63 C 6.2259 -5.5666 -4.6187  -1.101
64 H 4.8179 -3.0828 -2.6221  0.110
65 H 6.4775 -3.6870 -2.4949  0.338
66 H 5.9567 -2.8118 -3.9492  0.315
67 H 7.0837 -5.8257 -3.9967  0.313
68 H 6.5654 -4.9495 -5.4518  0.311
69 H 5.7812 -6.4784 -5.0092  0.309
70 C -1.6700 5.6474 -5.8080  -1.194
71 C -1.5494 5.8923 -4.3257  0.754
72 O -0.8006 5.2351 -3.6341  -0.453
73 C -2.3977 6.9926 -3.7407  -1.187
74 H -1.0083 4.8351 -6.0990  0.307
75 H -2.6974 5.3819 -6.0631  0.330
76 H -1.3922 6.5468 -6.3582  0.389
77 H -3.4551 6.7824 -3.9106  0.330
78 H -2.1487 7.9449 -4.2096  0.389
79 H -2.2146 7.0650 -2.6712  0.306
80 C -5.4407 -1.3767 9.8026  -1.153
81 C -4.8114 -1.5149 8.4395  0.861
82 O -3.6673 -1.8804 8.3056  -0.531
83 C -5.6802 -1.1758 7.2513  -0.953
84 H -4.7164 -1.6490 10.5656  0.304
85 H -5.7599 -0.3462 9.9645  0.327
86 H -6.3078 -2.0337 9.8829  0.332
87 H -6.0088 -0.1375 7.3130  0.320
88 H -6.5564 -1.8250 7.2319  0.328
89 H -5.1141 -1.3165 6.3334  0.166

Forces on the atoms, in the same order (eV/Å):
0.5 -0.1 0.3
1.4 -1.2 -1.4
-1.3 1.4 1.2
-0.4 -0.1 0.5
-0.1 -0.4 -0.3
0.2 0.0 0.9
-0.2 -0.4 -1.0
0.6 0.1 0.5
-0.6 0.6 -1.7
1.4 0.0 -1.0
-0.2 -0.5 1.2
-0.3 0.2 0.7
-0.3 0.5 -0.9
1.5 -1.2 2.0
0.0 0.4 0.2
-0.7 0.3 -0.6
0.3 -0.4 -0.3
-0.1 0.6 -0.3
-0.5 0.4 1.0
-0.1 0.3 0.0
-0.2 0.1 -0.2
0.0 -0.2 0.0
0.0 0.0 -0.3
0.3 0.2 0.1
-0.1 -0.2 0.1
0.1 0.1 -0.5
0.1 0.1 0.2
0.1 0.3 0.0
-0.2 -0.2 0.0
-0.1 0.2 0.0
-0.3 -0.3 0.7
-0.3 0.4 0.0
0.2 1.2 0.2
-0.3 -1.0 -0.7
-0.5 -0.2 0.1
0.0 -0.2 0.1
0.2 0.1 0.0
0.1 -0.6 0.2
0.1 -0.2 -0.7
-0.1 0.2 -0.2
0.0 -0.1 0.1
0.0 0.0 -0.2
0.2 0.2 0.0
0.0 0.0 0.0
0.0 -0.1 0.1
0.0 -0.2 0.0
-0.1 0.0 0.1
-0.1 -0.1 0.0
0.0 0.0 0.0
0.0 0.2 -0.1
0.0 -0.1 0.1
0.0 0.2 -0.1
0.1 0.2 -0.1
0.0 0.0 0.0
0.0 -0.1 0.1
0.0 -0.1 0.0
-0.1 0.0 0.1
-0.1 -0.1 0.0
0.0 0.0 0.0
-0.2 -0.2 0.0
0.1 0.1 0.0
-0.1 0.0 0.0
-0.2 -0.1 0.0
0.0 0.0 0.0
0.1 0.1 -0.1
0.1 0.0 0.0
0.1 0.1 0.0
0.1 0.0 0.1
0.0 0.0 0.0
0.2 -0.2 0.1
0.0 0.2 -0.1
-0.2 0.0 -0.1
0.1 -0.1 0.2
0.0 0.0 0.0
0.0 0.1 -0.1
-0.1 0.0 0.0
0.0 0.1 -0.1
-0.1 0.0 -0.1
0.0 0.0 0.0
0.2 -0.1 0.0
-0.1 0.0 0.1
0.1 0.0 -0.1
0.2 -0.1 -0.1
0.0 0.0 0.0
-0.1 0.0 0.0
-0.1 0.1 0.0
-0.1 0.0 0.0
-0.1 0.1 0.0
0.0 0.0 0.0

---

[4]
Density functional theory data (the ωB97M-V functional and the def2-TZVPD basis) for 2 unconnected molecules or ions with the total composition C4H9S.

Properties
Electronic energy ... -15127.5511 eV
HOMO level ... -2.2 eV
Charge ... -1
Kohn-Sham gap ... 6.0 eV
Molecular weight ... 89.18 g mol⁻¹

Last column: natural (NBO) charge in e.
Cartesian coordinates (Å):
1 C 2.0127 -1.4562 -0.8196  -0.756
2 S 3.1892 -0.3607 0.1086  -0.733
3 H 1.5477 -2.1333 -0.0587  0.178
4 H 2.4138 -2.0787 -1.6593  0.168
5 H 1.1958 -0.8729 -1.4468  0.158
6 C -1.3568 1.7761 -0.1884  -0.639
7 C -1.5842 0.3977 0.5691  -0.204
8 C -0.5810 -0.3325 1.2309  -0.394
9 H -2.0305 1.7752 -1.0724  0.186
10 H -0.3583 1.8191 -0.5682  0.235
11 H -1.6531 2.6198 0.3134  0.203
12 H -2.5950 -0.0987 0.5016  0.173
13 H -0.6075 -0.8796 2.2000  0.198
14 H 0.4071 -0.1752 0.8898  0.227

Forces on the atoms, in the same order (eV/Å):
-1.1 0.5 -1.0
-0.4 -0.3 -0.6
0.0 0.4 -0.9
0.4 0.2 0.9
1.1 -0.8 1.6
-0.8 -4.6 -2.1
1.2 -1.2 1.2
-2.2 2.3 -0.8
0.4 -0.1 0.2
0.8 0.3 0.1
-0.4 1.8 1.9
0.6 1.3 0.8
-0.9 -0.5 -1.4
1.3 0.8 0.2

---

[5]
Density functional theory data (the ωB97M-V functional and the def2-TZVPD basis) for 2 unconnected molecules or ions with the total composition C5H9ClO3Si.

Properties
Electronic energy ... -31868.2873 eV
HOMO level ... -8.9 eV
Charge ... 0
Kohn-Sham gap ... 9.4 eV
Molecular weight ... 180.66 g mol⁻¹

Last column: natural (NBO) charge in e.
Cartesian coordinates (Å):
1 C 0.0310 -0.1782 -0.8473  -0.654
2 C 0.1869 0.2296 0.4045  0.601
3 C 2.0568 -0.5927 -1.2495  0.513
4 C -2.1720 0.6258 0.7201  -0.258
5 C 1.5167 0.5413 2.3856  -0.261
6 O 2.7501 0.1105 -1.9084  -0.529
7 O -0.8235 0.5659 1.2418  -0.514
8 O 1.3682 0.2952 0.9448  -0.502
9 Si -0.9660 -0.7684 -2.3173  0.906
10 Cl 2.6555 -2.0683 -0.7534  0.008
11 H -2.2847 -0.4406 0.1397  0.179
12 H -2.4341 1.2995 -0.0616  0.194
13 H -2.9579 0.8498 1.4385  0.213
14 H 2.3984 1.0960 2.5851  0.212
15 H 1.2749 -0.3456 2.8787  0.198
16 H 0.8611 1.3640 2.7287  0.198
17 H 0.1315 -1.1185 -3.0663  -0.175
18 H -1.7374 0.4093 -2.9467  -0.161
19 H -1.8554 -1.8745 -2.3171  -0.171

Forces on the atoms, in the same order (eV/Å):
3.2 -1.6 -1.6
-2.4 -0.1 -0.1
-2.8 2.7 -1.5
0.3 -3.9 -1.8
-1.8 2.4 -1.4
-1.0 0.1 0.6
-1.0 1.2 0.2
1.9 0.8 2.2
-0.4 2.9 1.0
0.2 -2.1 1.1
-0.4 2.2 1.8
1.1 1.2 -0.8
0.7 -0.7 0.8
1.7 -0.8 -0.3
0.2 -1.3 1.1
-0.7 -0.8 -0.4
1.5 -0.7 -1.8
0.4 -0.8 0.4
-0.8 -1.0 0.6

---

[6]
Density functional theory data (the ωB97M-V functional and the def2-TZVPD basis) for a molecular structure, C26H48O2P2Sm.

Properties
Multiplicity ... 6
Electronic energy ... -68310.3392 eV
HOMO level (spin up / spin down) ... -9.6 / -9.7 eV
Charge ... +1
Kohn-Sham gap (spin up / spin down) ... 5.1 / 5.3 eV
Molecular weight ... 604.98 g mol⁻¹

Last column: Löwdin spin population.
Cartesian coordinates (Å):
1 Sm 0.4635 -0.3999 -0.2592  5.106
2 C -1.6448 -2.1487 1.3369  -0.011
3 C -0.4004 -2.7700 1.0129  -0.016
4 C -0.0334 -1.2015 2.6779  -0.017
5 C -1.4362 -1.2588 2.4260  -0.022
6 C 0.6222 -2.1598 1.8419  -0.015
7 C -2.9608 -2.4770 0.7367  0.000
8 H -2.8436 -2.8860 -0.2762  0.000
9 H -3.6024 -1.5826 0.6552  0.000
10 H -3.5133 -3.2302 1.3266  0.000
11 C -2.4966 -0.6576 3.2730  -0.003
12 H -3.4534 -0.5986 2.7403  0.000
13 H -2.2195 0.3620 3.5595  -0.001
14 H -2.6754 -1.2395 4.1942  -0.001
15 C 0.6055 -0.4613 3.7927  -0.001
16 H 0.5340 -1.0236 4.7414  -0.001
17 H 0.1342 0.5219 3.9323  0.000
18 H 1.6708 -0.2753 3.6025  0.000
19 C 2.0399 -2.5917 2.0151  -0.001
20 H 2.0825 -3.6122 2.4331  0.000
21 H 2.5785 -1.9244 2.7031  0.000
22 H 2.6274 -2.6108 1.0790  0.000
23 C -0.3362 -4.0808 0.3199  0.000
24 H -0.7252 -4.8793 0.9742  0.000
25 H 0.6833 -4.3619 0.0309  0.000
26 H -0.9726 -4.0753 -0.5756  0.000
27 C -0.1026 0.4113 -2.4872  -0.006
28 C -0.7560 -0.7995 -2.3092  0.006
29 C -0.4093 -2.0733 -3.0511  0.002
30 C 0.8853 -2.8139 -2.5998  0.003
31 C 1.7472 -2.1358 -1.5512  0.008
32 C 2.3618 -0.9184 -1.7540  -0.001
33 C 2.3318 -0.2138 -3.1066  0.001
34 C 1.0746 0.6329 -3.4109  0.000
35 H -0.3483 -1.8845 -4.1381  0.000
36 H 1.4800 -3.0464 -3.5046  0.000
37 H -1.2600 -2.7697 -2.9208  0.000
38 H 0.7896 0.4525 -4.4606  0.000
39 H -0.6475 1.3294 -2.2167  0.000
40 H -1.7831 -0.8008 -1.8862  0.002
41 H 1.3612 1.6988 -3.3649  0.000
42 H 3.2121 0.4446 -3.1805  0.000
43 H 3.1816 -0.6000 -1.0898  0.001
44 H 2.4728 -0.9434 -3.9216  0.000
45 H 0.5860 -3.7973 -2.1943  0.000
46 H 2.1241 -2.8195 -0.7791  0.002
47 P -2.9865 1.2552 -0.9644  0.000
48 C -4.0014 1.4895 0.5303  0.000
49 H -4.6990 2.3251 0.3849  0.000
50 H -3.3514 1.6929 1.3929  0.000
51 H -4.5652 0.5671 0.7261  0.000
52 C -2.6096 2.9767 -1.4676  0.000
53 H -3.5507 3.5337 -1.5650  0.000
54 H -2.0942 2.9639 -2.4375  0.000
55 H -1.9580 3.4702 -0.7338  0.000
56 C -4.2131 0.8180 -2.2498  0.000
57 H -3.6891 0.6552 -3.2017  0.000
58 H -4.9374 1.6350 -2.3614  0.000
59 H -4.7253 -0.1118 -1.9667  0.000
60 P 3.0709 1.4334 0.4980  -0.007
61 C 4.7318 0.7635 0.9138  -0.001
62 H 5.5341 1.3980 0.5053  0.000
63 H 4.8207 -0.2467 0.4896  0.000
64 H 4.8402 0.6848 2.0069  0.000
65 C 3.4163 2.5063 -0.9430  -0.001
66 H 3.6120 1.9218 -1.8471  0.000
67 H 4.2742 3.1556 -0.7293  0.000
68 H 2.5295 3.1255 -1.1264  0.000
69 C 2.8419 2.7287 1.7615  -0.001
70 H 3.7841 3.2614 1.9490  0.000
71 H 2.4917 2.2612 2.6898  0.000
72 H 2.0817 3.4418 1.4189  0.000
73 C -0.4962 3.8679 1.3181  -0.001
74 C -0.5601 2.3864 1.5599  0.000
75 O -1.1495 1.9714 2.5646  -0.002
76 O 0.0052 1.6154 0.6351  -0.018
77 H -1.4970 4.2864 1.4846  0.000
78 H -0.1246 4.1013 0.3132  0.000
79 H 0.1444 4.3345 2.0842  0.000

Forces on the atoms, in the same order (eV/Å):
-2.1 2.1 8.7
0.9 0.6 0.3
0.6 1.0 0.0
-0.2 -0.7 -0.7
0.8 -0.3 -0.9
-1.0 0.4 -0.4
-0.7 -0.2 -0.2
-0.1 0.0 0.2
0.2 -0.3 0.1
0.1 0.3 -0.2
-0.3 0.6 0.1
0.1 -0.1 0.1
-0.1 -0.3 0.1
0.2 0.1 -0.3
0.2 0.6 0.5
0.0 0.2 -0.3
0.1 -0.3 0.0
-0.2 -0.1 0.1
0.5 -0.4 0.0
0.1 0.3 -0.1
-0.2 -0.3 -0.2
-0.1 -0.1 0.3
0.0 -0.5 -0.3
0.2 0.1 -0.2
-0.1 0.0 0.0
0.2 -0.2 0.1
-2.3 -1.3 -2.8
-0.6 1.4 -3.4
-0.1 -0.4 0.1
-0.2 -0.7 0.2
2.5 -0.2 -2.0
1.4 -2.5 -1.6
0.2 0.1 -0.1
0.4 0.5 0.2
0.0 0.2 0.4
0.0 0.3 0.5
0.4 0.4 0.0
-0.2 0.0 0.4
0.4 -0.5 0.6
1.0 0.3 0.4
-0.2 -0.4 0.1
-0.3 -0.3 0.1
-0.7 -0.3 -0.1
-0.1 -0.1 0.5
0.2 0.5 -0.2
-0.5 0.6 0.2
0.4 -0.3 0.4
-0.2 0.2 0.0
0.0 -0.2 0.2
-0.2 -0.1 -0.2
0.1 0.3 0.0
-0.1 0.1 0.1
0.3 0.1 0.0
-0.2 0.1 0.1
-0.3 -0.2 -0.3
-0.1 0.1 0.1
-0.2 0.1 0.2
0.0 -0.3 -0.1
0.1 0.3 -0.1
-0.2 0.0 0.2
0.1 -0.1 -0.1
-0.2 -0.2 0.2
0.2 0.2 0.1
-0.1 0.0 -0.4
0.0 0.0 -0.2
0.1 0.2 0.2
-0.2 -0.1 -0.1
0.2 -0.1 0.0
-0.1 0.0 0.2
-0.2 -0.1 0.0
0.1 0.2 -0.1
0.2 -0.2 0.1
0.1 0.5 0.0
-0.6 -1.1 0.7
1.0 0.4 -1.5
-0.2 0.2 0.3
0.2 -0.1 -0.2
-0.1 0.1 0.3
-0.2 -0.2 -0.3